Entry 1:
Here is C62H61Ge2I2N2OReS5 as an isolated structure in a non-equilibrium geometry from OMol25. Energies are from ωB97M-V with the def2-TZVPD basis set.

Structure (ORCA input):
```
! RIJCOSX wB97M-V def2-TZVPD def2/J DEFGRID3
* xyz 0 1
Re -2.48006 0.61552 -0.03911
I -9.97186 1.88832 0.59699
C -7.99816 1.13072 0.76619
C -7.41766 1.01642 2.02009
C -6.12196 0.57562 2.10819
I -5.13456 0.37852 3.95689
C -5.33866 0.24852 0.98099
O -4.12016 -0.11588 1.16569
C -5.98046 0.34622 -0.28001
C -5.23406 -0.03508 -1.52821
N -4.04306 0.80092 -1.75481
C -4.37606 2.22572 -1.83371
C -4.49726 2.78562 -0.44141
C -5.56066 3.58922 -0.05851
C -5.59016 4.10702 1.22439
C -4.53746 3.81192 2.07529
C -3.53606 2.96632 1.63029
N -3.50876 2.45882 0.40219
C -7.28926 0.78502 -0.36891
H -7.97036 1.27352 2.91079
H -5.91946 0.05432 -2.38321
H -4.88616 -1.07558 -1.45491
H -3.60976 0.50172 -2.63771
H -5.29756 2.39082 -2.40751
H -3.54836 2.74272 -2.33601
H -6.36616 3.78022 -0.75081
H -6.41576 4.72212 1.54999
H -4.50466 4.19922 3.08029
H -2.73126 2.66712 2.29239
H -7.75546 0.84352 -1.34231
C 3.58604 4.97882 4.66479
C 3.40674 3.52612 4.34609
C 4.16884 2.90552 3.36899
C 4.04794 1.54702 3.10959
C 4.93194 0.88722 2.09729
C 3.10884 0.80172 3.81789
C 2.33254 1.40962 4.81089
C 1.34114 0.61112 5.60139
C 2.49564 2.76112 5.05879
C 2.96584 -0.66198 3.64069
C 3.83334 -1.50238 4.33379
C 3.62004 -2.86828 4.35599
C 2.49304 -3.39118 3.75159
C 1.62434 -2.57788 3.02969
C 1.91164 -1.21838 2.92029
Ge 0.92974 -0.16088 1.50189
S -1.10026 0.70332 1.94379
S 0.78314 -1.48878 -0.34861
Ge 1.00474 0.49022 -1.45931
S -0.93186 1.62002 -1.60951
S 2.11584 1.44782 0.31469
C 1.80114 0.01032 -3.25431
C 0.98544 -0.55808 -4.22681
C 1.54904 -1.02128 -5.41311
C 2.91014 -0.94648 -5.62471
C 3.71574 -0.38168 -4.65571
C 3.17164 0.11002 -3.47221
C 4.09884 0.79672 -2.54511
C 4.24124 2.18222 -2.66101
C 3.34054 2.95682 -3.57751
C 5.24124 2.81892 -1.94571
C 6.11594 2.10662 -1.13771
C 7.22714 2.81972 -0.42661
C 5.92834 0.73942 -0.99931
C 4.92214 0.07242 -1.68251
C 4.70764 -1.39998 -1.50461
C -0.48286 -0.72088 -4.13161
C -1.00566 -1.97048 -3.79431
C -0.09646 -3.07978 -3.37711
C -2.36956 -2.17858 -3.91181
C -3.21996 -1.18518 -4.37381
C -4.67816 -1.48358 -4.56421
C -2.68186 0.05182 -4.70521
C -1.31796 0.29112 -4.60511
C -0.72636 1.59102 -5.05611
C 0.38664 -3.19278 2.49779
C 0.45064 -4.15178 1.48269
C 1.75824 -4.51958 0.84559
C -0.71096 -4.79088 1.07679
C -1.94086 -4.49898 1.65059
C -3.19696 -5.19188 1.21089
C -1.97956 -3.56928 2.67749
C -0.83686 -2.92508 3.12499
C -0.93436 -2.00808 4.30539
H 3.88024 5.53802 3.78139
H 4.36874 5.09882 5.41409
H 2.67104 5.40512 5.06769
H 4.88124 3.48492 2.79949
H 5.87634 0.59252 2.55799
H 5.13984 1.57082 1.28059
H 4.45654 -0.00388 1.69119
H 0.47084 0.39012 4.98389
H 1.00674 1.16232 6.47669
H 1.77784 -0.33288 5.92439
H 1.89854 3.23022 5.82659
H 4.67044 -1.07168 4.86609
H 4.30334 -3.52108 4.88109
H 2.26304 -4.44238 3.83979
H 0.89614 -1.44968 -6.16151
H 3.33724 -1.32868 -6.53991
H 4.78204 -0.30888 -4.81681
H 3.59074 2.74762 -4.61891
H 3.43744 4.02512 -3.40221
H 2.29984 2.66982 -3.41841
H 5.35974 3.88962 -2.03531
H 6.82774 3.47012 0.35139
H 7.78204 3.44292 -1.12571
H 7.91304 2.11132 0.02899
H 6.58584 0.18122 -0.34861
H 5.29244 -1.77988 -0.67221
H 4.99114 -1.94828 -2.40171
H 3.65544 -1.60598 -1.30941
H 0.67214 -3.24018 -4.13041
H -0.65296 -4.00078 -3.23321
H 0.40304 -2.83098 -2.44191
H -2.77596 -3.14748 -3.66471
H -5.09176 -1.95818 -3.67581
H -4.80836 -2.17628 -5.39661
H -5.24296 -0.58008 -4.79021
H -3.32596 0.83052 -5.09411
H -1.48666 2.23192 -5.49711
H 0.06024 1.40682 -5.78841
H -0.27466 2.11602 -4.21321
H 2.44034 -3.67258 0.83619
H 1.60204 -4.85128 -0.17821
H 2.22664 -5.33468 1.39929
H -0.65506 -5.53398 0.29439
H -3.10726 -5.55198 0.18819
H -4.04406 -4.51078 1.27709
H -3.39866 -6.04738 1.85709
H -2.92386 -3.35018 3.15329
H -1.79626 -2.26778 4.91629
H -1.07186 -0.97868 3.97159
H -0.03516 -2.06218 4.91629
S -2.34396 -2.73278 -0.79101
C -2.08646 -1.24648 -0.45541
*
```

Summary:
- HOMO level (spin up / spin down) (eV) = -7.30 / -7.30
- total energy (a.u.) = -9402.65752
- orbital gap (spin up / spin down) (eV) = 6.111 / 6.094

Entry 2:
Here is C34H40CuFGeN2O3SeTe as an isolated structure from OMol25. Energies are from ωB97M-V with the def2-TZVPD basis set.

Structure (ORCA input):
```
! RIJCOSX wB97M-V def2-TZVPD def2/J DEFGRID3
* xyz 0 1
Cu -0.81013 -1.65064 -0.96022
C -5.60558 4.17850 -1.67389
C -4.15183 4.43663 -2.05105
C -3.62579 5.78138 -1.56889
C -3.59234 5.83347 -0.04795
C -2.86073 4.63951 0.50855
C -2.29238 4.67433 1.76159
C -1.61327 3.56371 2.25109
F -1.07986 3.64337 3.49088
C -1.45823 2.42377 1.52053
C -2.01756 2.36506 0.23740
C -1.82334 1.14058 -0.56201
O -1.08826 0.25615 -0.07860
C -2.49801 1.10221 -1.82139
C -3.17617 2.22095 -2.21533
N -3.29210 3.36415 -1.52016
C -2.72993 3.46070 -0.25624
C -2.57851 -0.07248 -2.81371
O -3.22429 0.14317 -3.84265
O -1.99559 -1.15038 -2.50249
H -6.24517 4.97435 -2.05924
H -5.73249 4.12608 -0.59161
H -5.94451 3.23178 -2.09527
H -4.04992 4.38535 -3.13511
H -4.25587 6.57488 -1.97155
H -2.61812 5.92796 -1.96507
H -4.61103 5.86204 0.34822
H -3.10469 6.74745 0.29348
H -2.36324 5.56364 2.37617
H -0.90887 1.57386 1.90029
H -3.67140 2.18029 -3.17876
C 2.37377 -2.90569 -4.73566
C 2.66608 -3.34174 -3.29766
C 1.62775 -2.88095 -2.37670
N 0.83118 -2.49465 -1.65055
H 3.16781 -3.25092 -5.39563
H 2.31069 -1.82084 -4.80315
H 1.42830 -3.32021 -5.08079
H 3.61682 -2.93547 -2.94741
H 2.73072 -4.42735 -3.21417
C -1.90073 -6.65170 2.15019
Ge -0.37802 -5.52251 2.61664
C -0.70088 -4.66434 4.34356
C 1.26303 -6.58892 2.70971
C -0.16023 -4.18612 1.19176
Se -1.64823 -2.92970 1.01919
C -1.04073 -1.65155 2.35017
H -2.09827 -7.38400 2.93379
H -1.71442 -7.18906 1.21949
H -2.79400 -6.03992 2.01991
H -0.72408 -5.41823 5.13177
H -1.66137 -4.14812 4.34122
H 0.08290 -3.94464 4.58404
H 1.17219 -7.36947 3.46635
H 2.11751 -5.96207 2.96931
H 1.46917 -7.06832 1.75165
H -0.10347 -4.69126 0.22623
H 0.75063 -3.59347 1.29337
H -1.07395 -2.08556 3.34550
H -1.71694 -0.80104 2.28171
H -0.03476 -1.32303 2.09670
Te 1.65252 1.25753 -1.24870
C 3.65075 1.85988 -1.60866
C 4.50550 1.04864 -2.35100
C 5.82287 1.42772 -2.57308
C 6.29852 2.62258 -2.05139
C 5.45154 3.44023 -1.31548
C 4.13283 3.06220 -1.09812
C 2.07332 0.46529 0.66721
C 2.58139 -0.82323 0.80148
C 2.86135 -1.34273 2.05909
C 2.63053 -0.57819 3.19523
C 2.12753 0.71005 3.06742
C 1.85667 1.23051 1.80863
H 4.13510 0.11820 -2.76448
H 6.47794 0.78925 -3.15266
H 7.32623 2.91716 -2.22069
H 5.81636 4.37607 -0.91152
H 3.47545 3.70595 -0.52749
H 2.74933 -1.42653 -0.08094
H 3.25728 -2.34705 2.14993
H 2.84848 -0.98131 4.17605
H 1.95177 1.31675 3.94712
H 1.47748 2.24007 1.71449
*
```

Summary:
- energy above the lowest of the compared OMol25 structures with the same formula, charge and spin (kcal/mol) = 6.3
- HOMO level (eV) = -7.22
- total energy (a.u.) = -8141.59071
- orbital gap (eV) = 7.564